{"formula": "C6H7NO", "method": "wB97M-V/def2-TZVPD", "elements": ["C", "C", "C", "C", "C", "C", "H", "H", "H", "H", "H", "H", "H", "N", "O"], "xyz": [[0.3979, -2.2928, 0.4658], [-0.6565, -1.2100, 0.4078], [-0.3638, 0.1255, -0.0723], [0.4095, 0.5149, -1.0726], [0.5575, 1.9585, -1.0478], [-0.1406, 2.3218, 0.1248], [0.1277, -3.3977, 0.9654], [1.3674, -1.6985, 0.9274], [0.6140, -2.6098, -0.5843], [0.8510, -0.1005, -1.9841], [1.0576, 2.4836, -1.5273], [-0.2747, 3.1605, 0.7064], [-1.4453, 1.1364, 1.2897], [-0.6851, 1.1551, 0.6967], [-1.8166, -1.5471, 0.7045]], "mulliken_charge": [-0.908, 0.412, 0.172, -0.126, -0.965, -0.432, 0.267, 0.265, 0.264, 0.227, 0.757, 0.497, 0.233, -0.090, -0.573], "smiles": "CC(=O)c1ccc[nH]1", "e_homo_ev": -8.82, "e_above_lowest_kcal_mol": 58.8, "gap_ev": 9.76}



{"formula": "C4H4N2O2", "method": "wB97M-V/def2-TZVPD", "elements": ["C", "C", "C", "C", "H", "H", "H", "H", "N", "N", "O", "O"], "xyz": [[1.5518, -0.1200, -0.2866], [0.8576, -1.0604, 0.2613], [-1.5905, -0.8271, -0.0911], [-0.1177, 1.6834, 0.5542], [2.4775, -0.5754, -0.9552], [1.4009, -2.0665, -0.1613], [-2.1330, -1.7485, -0.6595], [0.2604, 2.6721, 1.0333], [-2.0055, 0.4033, -0.5187], [-1.3884, 1.5220, 0.1700], [1.2367, 1.2944, -0.1373], [-0.5499, -1.1772, 0.7910]], "mulliken_charge": [0.051, -0.108, 0.083, 0.108, 0.225, 0.212, 0.332, 0.320, -0.343, -0.176, -0.390, -0.314], "smiles": "c1cocnnco1", "e_homo_ev": -9.74, "e_above_lowest_kcal_mol": 172.9, "gap_ev": 9.54}



{"formula": "C11H26N4OS4TeTl", "method": "wB97M-V/def2-TZVPD", "elements": ["Tl", "C", "C", "S", "C", "C", "S", "C", "C", "S", "H", "H", "H", "H", "H", "H", "H", "H", "H", "H", "H", "H", "C", "C", "N", "N", "C", "S", "N", "N", "H", "H", "H", "H", "H", "H", "C", "Te", "C", "H", "H", "H", "H", "H", "H", "O", "H", "H"], "xyz": [[-0.3794, -1.0138, -0.4147], [0.8401, -3.3366, 2.7571], [1.1068, -2.0423, 3.5106], [0.3969, -0.5489, 2.7344], [1.8376, 0.5671, 2.7377], [3.0703, 0.1194, 1.9646], [2.7441, -0.3507, 0.2256], [3.5761, -1.9679, 0.1149], [3.1099, -3.0534, 1.0741], [1.3143, -3.3913, 0.9971], [-0.2275, -3.5574, 2.7339], [1.3472, -4.1578, 3.2639], [2.1743, -1.8625, 3.6239], [0.6758, -2.1215, 4.5084], [2.1107, 0.7538, 3.7767], [1.4427, 1.4960, 2.3225], [3.5569, -0.7288, 2.4415], [3.7850, 0.9422, 1.9477], [4.6449, -1.7989, 0.2468], [3.4013, -2.2684, -0.9188], [3.3572, -2.8188, 2.1077], [3.6197, -3.9807, 0.8137], [-0.0263, 5.0956, -1.8475], [-0.0600, 3.8798, -2.6923], [-0.2002, 3.8454, -3.9682], [-0.1414, 2.5235, -4.2922], [0.0233, 1.7021, -3.2415], [0.1783, 0.0466, -3.2805], [0.0731, 2.5907, -2.1929], [0.2627, 2.2218, -0.8763], [-0.1281, 5.9680, -2.4869], [0.9206, 5.1653, -1.3097], [-0.8402, 5.0991, -1.1203], [-0.2094, 2.2326, -5.2515], [1.2346, 2.3515, -0.6150], [-0.3295, 2.7803, -0.2744], [-4.1366, 1.3810, -0.5006], [-3.8246, -0.7422, -0.4140], [-5.9223, -1.1968, -0.2988], [-4.7773, 1.6208, -1.3447], [-3.1696, 1.8634, -0.6322], [-4.5965, 1.7244, 0.4219], [-6.3550, -0.7259, 0.5794], [-6.0202, -2.2766, -0.2182], [-6.4259, -0.8512, -1.1972], [-0.9309, -3.4934, -1.5440], [-0.2989, -3.9969, -2.0694], [-1.8047, -3.6877, -1.9026]], "mulliken_charge": [0.380, -0.785, -0.696, -0.043, -0.708, -0.837, 0.008, -0.859, -0.748, -0.018, 0.389, 0.420, 0.322, 0.478, 0.439, 0.361, 0.393, 0.500, 0.417, 0.390, 0.359, 0.497, -1.243, 0.882, -0.729, 0.218, 0.216, -0.402, 0.414, -0.743, 0.344, 0.304, 0.318, 0.162, 0.253, 0.244, -0.793, 0.289, -1.035, 0.321, -0.003, 0.350, 0.304, 0.300, 0.317, -0.481, 0.282, 0.255], "total_charge": 1, "e_homo_ev": -10.25, "e_above_lowest_kcal_mol": 9.9, "gap_ev": 7.82}



{"formula": "CH5OS", "method": "wB97M-V/def2-TZVPD", "elements": ["C", "S", "H", "H", "H", "H", "H", "O"], "xyz": [[0.3143, -0.4893, 1.0442], [1.5970, -1.1193, -0.1217], [-0.6267, -0.5221, 0.4886], [0.2622, -1.1306, 1.9202], [0.4999, 0.5586, 1.2877], [0.0216, 0.7397, -1.8913], [-1.1262, 1.1497, -0.9194], [-0.9420, 0.8132, -1.8083]], "mulliken_charge": [-0.720, -0.765, 0.120, 0.233, 0.181, 0.306, 0.299, -0.653], "total_charge": -1, "e_homo_ev": -2.16, "e_above_lowest_kcal_mol": 8.1, "gap_ev": 6.55}



{"formula": "C4H2N2S", "method": "wB97M-V/def2-TZVPD", "elements": ["C", "C", "C", "C", "N", "N", "S", "H", "H"], "xyz": [[0.5259, 1.0996, -0.1183], [1.4932, 0.0780, -0.0700], [-0.7392, 0.5648, -0.0525], [-0.7523, -0.8103, 0.1346], [-2.8365, -0.3812, 0.1097], [-2.0253, -1.1687, 0.3674], [0.8840, -1.5289, 0.2072], [0.9220, 2.0641, -0.2982], [2.5282, 0.0827, -0.2799]], "mulliken_charge": [-0.680, -0.227, 0.019, 0.494, -0.366, 0.030, -0.075, 0.372, 0.432], "e_homo_ev": [-8.62, -9.11], "e_above_lowest_kcal_mol": 111.4, "gap_ev": [7.58, 8.81]}



{"formula": "C4H4O2", "method": "wB97M-V/def2-TZVPD", "elements": ["C", "C", "C", "C", "O", "O", "H", "H", "H", "H"], "xyz": [[-1.1239, 0.0627, 0.1204], [3.0453, 0.1561, 0.0067], [-1.8770, 1.1235, -0.0783], [-0.7383, -1.2028, 0.0601], [3.4505, -0.9059, -0.0424], [2.6624, 1.2286, 0.0708], [-2.9226, 1.0762, 0.1138], [-1.4428, 2.0112, -0.3844], [-0.7342, -1.8010, -0.8208], [-0.3195, -1.7487, 0.9542]], "mulliken_charge": [0.303, 0.682, -0.603, -0.694, -0.344, -0.342, 0.254, 0.261, 0.266, 0.217], "smiles": "C=C=C.O=C=O", "e_homo_ev": -9.91, "e_above_lowest_kcal_mol": 17.7, "gap_ev": 10.53}



{"formula": "C4H9O", "method": "wB97M-V/def2-TZVPD", "elements": ["C", "O", "H", "H", "H", "C", "C", "C", "H", "H", "H", "H", "H", "H"], "xyz": [[0.7887, -0.9219, -2.2953], [0.1637, -1.5804, -1.3244], [1.8957, -1.0282, -2.1786], [0.5752, -1.3720, -3.2857], [0.6252, 0.1693, -2.3757], [-1.2771, 0.8782, 2.1910], [-0.5413, 0.8576, 0.8734], [0.7790, 0.8159, 0.7862], [-0.7266, 0.9061, 3.1240], [-2.0224, 1.6750, 2.2706], [-1.8489, -0.0596, 2.1250], [-1.1815, 1.0091, 0.0136], [1.2897, 0.7869, -0.1659], [1.3983, 0.8398, 1.6715]], "mulliken_spin": [-0.015, 0.866, 0.084, 0.066, -0.003, 0.000, 0.008, -0.008, 0.000, 0.000, 0.000, -0.001, 0.002, 0.000], "e_homo_ev": [-9.41, -9.37], "spin_multiplicity": 2, "e_above_lowest_kcal_mol": 25.4, "gap_ev": [10.48, 7.98]}



What did the seventh record say?
{"formula": "C4H9O", "method": "wB97M-V/def2-TZVPD", "elements": ["C", "O", "H", "H", "H", "C", "C", "C", "H", "H", "H", "H", "H", "H"], "xyz": [[0.7887, -0.9219, -2.2953], [0.1637, -1.5804, -1.3244], [1.8957, -1.0282, -2.1786], [0.5752, -1.3720, -3.2857], [0.6252, 0.1693, -2.3757], [-1.2771, 0.8782, 2.1910], [-0.5413, 0.8576, 0.8734], [0.7790, 0.8159, 0.7862], [-0.7266, 0.9061, 3.1240], [-2.0224, 1.6750, 2.2706], [-1.8489, -0.0596, 2.1250], [-1.1815, 1.0091, 0.0136], [1.2897, 0.7869, -0.1659], [1.3983, 0.8398, 1.6715]], "mulliken_spin": [-0.015, 0.866, 0.084, 0.066, -0.003, 0.000, 0.008, -0.008, 0.000, 0.000, 0.000, -0.001, 0.002, 0.000], "e_homo_ev": [-9.41, -9.37], "spin_multiplicity": 2, "e_above_lowest_kcal_mol": 25.4, "gap_ev": [10.48, 7.98]}